Below is a molecular structure, C6H9N, with properties calculated with ωB97M-V/def2-TZVPD.

Structure (XYZ):
```
16
Properties=species:S:1:pos:R:3:forces:R:3
C 1.3189 -0.7901 0.0587 -4.19 -2.38 0.75
H 0.4256 0.2254 2.1203 0.07 -0.10 -1.59
C 0.3747 0.1620 0.9739 2.66 0.46 3.06
H 2.3700 -1.2425 0.1107 -1.32 1.82 0.04
H 1.8029 1.7417 -0.0110 -2.65 -0.19 0.94
C 0.6729 1.3900 0.0730 1.30 -1.22 -1.43
C -0.9456 -0.2194 -0.8371 2.36 0.79 -5.55
H -2.6586 -0.0718 0.0073 -2.51 -0.57 -0.38
H 0.5702 -1.7492 0.0341 2.51 1.38 -0.21
H -1.6188 -0.7956 -1.3571 0.02 -1.81 -2.45
C 0.6463 0.2090 -0.9738 -0.72 -0.08 -0.07
H 1.2729 0.1656 -1.8177 -0.30 0.82 -2.01
H -1.2342 -1.2136 1.1076 -0.10 -0.57 -0.38
H -0.1990 2.0899 -0.0262 1.38 -0.13 0.13
N -1.8789 0.4984 0.0711 0.61 4.23 -0.30
C -0.9193 -0.3997 0.4661 0.88 -2.45 9.47
```
Positions in Å, forces in eV/Å.

Its total energy is -7852.009 eV. As for the HOMO energy: -9.371 eV. The largest force on an atom comes out at 9.82 eV Å⁻¹. The LUMO energy is 0.0365 Eh. As for the HOMO-LUMO gap: 10.363 eV. The energy above the lowest of the compared OMol25 structures with the same formula, charge and spin comes out at 593.41 kJ/mol.

Below is 2 unconnected molecules or ions with the total composition C3H5O3, with properties calculated with ωB97M-V/def2-TZVPD.

Structure (XYZ):
```
11
Properties=species:S:1:pos:R:3:forces:R:3
C -1.4888 1.9067 1.1836 1.86 2.03 0.20
H 1.3455 -2.3061 -0.0734 -0.04 -0.16 0.32
H -0.8890 1.5358 0.3002 -0.91 0.17 0.69
H -2.1380 1.2532 1.7605 -0.43 -0.62 -0.20
C 1.1668 -1.6092 -0.8832 0.15 -1.18 -1.14
H 2.1279 -1.2871 -1.2868 -0.09 -0.03 -0.03
C 0.3610 -0.4244 -0.4323 0.91 2.02 -0.33
H 0.6172 -2.1901 -1.6722 0.37 0.52 0.60
O -0.7296 -0.6205 0.1259 -0.53 -0.52 0.22
O 0.9060 0.7111 -0.6733 -0.74 -1.01 0.27
O -1.2791 3.0306 1.6510 -0.53 -1.22 -0.61
```
Positions in Å, forces in eV/Å.

The charge is -1. Its total energy is -9335.324 eV. As for the HOMO energy: -4.224 eV. The largest force on an atom comes out at 2.76 eV Å⁻¹. The LUMO energy is 0.1575 Eh. As for the HOMO-LUMO gap: 8.511 eV. The energy above the lowest of the compared OMol25 structures with the same formula, charge and spin comes out at 55.88 kJ/mol.

Below is a molecular structure, C32H51CaN9OP, with properties calculated with ωB97M-V/def2-TZVPD.

Structure (XYZ):
```
95
Properties=species:S:1:pos:R:3:forces:R:3
C -1.1112 -2.4359 4.2004 0.06 -0.03 0.05
N -1.9568 -0.5382 -1.3980 0.25 -0.01 0.25
C 2.4040 -3.5914 -5.1425 0.00 0.01 -0.07
N -0.4399 -1.2710 4.9558 -0.02 -0.04 0.05
C -2.9738 0.2574 -2.0703 -0.05 -0.02 -0.05
H 4.4947 -0.5888 -2.7709 -0.02 -0.01 -0.01
H 2.0623 3.2989 0.9485 -0.03 0.02 0.04
N -2.2899 -1.9972 3.5508 -0.05 0.02 -0.02
H 0.0174 -0.4547 -5.3808 -0.01 -0.03 0.00
C 1.4204 -2.2948 -2.8366 -0.14 -0.13 -0.20
H 0.8351 -0.7223 3.3808 0.06 0.00 -0.12
H 0.1197 4.5760 -0.0172 -0.01 -0.01 -0.01
C -3.2140 -1.3906 4.5057 0.01 0.03 0.01
H -0.9767 0.1657 6.4197 -0.02 0.00 0.01
H -0.8370 3.5390 -1.9344 0.01 0.00 0.02
C -0.5496 3.7345 0.1672 0.09 0.08 -0.11
H -3.3326 1.2192 3.9185 0.02 0.02 -0.02
C 1.5927 -2.4740 -5.2615 0.02 0.01 0.02
C 1.3593 2.5248 1.2620 -0.04 0.32 0.11
N 0.3265 -2.0281 -0.6222 0.08 0.73 0.20
H 3.2632 -0.7001 2.6606 -0.01 0.00 0.00
C -1.4676 -0.6684 5.9183 0.07 -0.01 0.00
H 0.3357 -1.6529 5.4982 0.00 0.02 -0.01
H 2.5159 -2.2500 3.0188 -0.02 -0.01 -0.02
C 0.1868 -0.6459 -4.3200 -0.06 0.14 -0.06
H -3.1689 2.2353 -2.8855 -0.01 -0.02 0.02
N 0.9528 -1.4817 -1.8061 0.07 -0.07 0.37
H -4.0693 -2.1771 -1.9401 0.00 -0.01 0.00
H 4.7270 1.4995 -4.1241 0.01 0.01 0.03
N -2.3142 2.3822 -0.9852 0.03 -0.08 0.08
H 0.9987 2.8034 2.2636 0.02 -0.03 0.00
H -3.9002 0.2656 -1.4840 0.00 0.02 -0.01
C -2.3724 0.8879 4.3191 -0.33 -0.32 0.11
C -2.4722 1.6821 -2.2496 -0.04 0.03 -0.14
C 2.7818 -3.8984 -1.3996 0.03 0.00 0.02
H -1.9715 1.7250 4.8945 0.04 -0.02 0.01
H -1.3346 -3.1837 4.9635 -0.01 0.00 -0.03
H 3.4147 2.7219 -4.0476 -0.02 -0.01 -0.03
C 2.1159 1.1794 1.3262 0.21 0.10 0.21
H -1.7020 -1.4547 6.6372 -0.03 0.02 0.01
Ca 0.3200 0.4451 -0.9849 0.02 -0.22 -0.81
H -1.3197 -1.6359 1.7196 0.03 0.03 -0.01
C -0.1983 -4.3342 0.7685 0.13 -0.05 0.07
H 2.0316 -4.4769 -0.8608 0.02 -0.01 -0.03
O 2.1197 1.5194 -2.2013 -0.07 0.01 0.05
C 2.8234 -1.5853 2.2052 -0.01 0.02 0.09
H 3.6556 -4.5339 -1.5429 0.01 0.00 -0.01
H -0.4135 1.8568 0.7517 0.04 -0.05 0.31
C 0.9047 -3.6099 1.1006 0.01 -0.05 0.01
N 1.2386 0.0439 1.1281 0.03 0.02 -0.44
H 3.1330 1.1380 -4.7845 0.02 -0.01 -0.02
H -2.9048 -2.4868 -3.2253 0.00 0.01 0.00
H 1.6464 -4.0346 1.7711 -0.02 0.01 0.03
H 2.9163 1.1954 0.5706 -0.02 0.04 -0.01
H -1.5235 1.6444 -2.8207 -0.02 -0.01 0.02
C -1.4722 3.5762 -1.0385 0.03 0.13 0.00
H -3.2171 -0.1532 -3.0555 0.00 0.03 0.01
C 3.6614 1.6643 -3.9831 -0.02 0.02 0.04
H 2.7797 -4.0962 -6.0227 0.00 0.00 0.01
C 2.2780 -3.4080 -2.7238 -0.03 0.04 -0.04
C 1.6734 -1.2352 1.2715 -0.10 -0.03 0.05
H -0.3476 -5.3339 1.1534 0.02 0.00 0.03
H -2.0644 1.7388 -0.2468 -0.03 0.01 0.01
P -1.2321 0.4792 2.9186 0.28 0.55 -0.22
H -3.0565 -3.6399 -1.9138 0.00 -0.01 0.00
C 1.0970 -1.8296 -4.1380 0.05 -0.11 0.05
H -2.9161 -0.9173 1.8610 -0.01 -0.02 0.02
H -3.5050 -2.1459 5.2382 -0.01 0.00 0.00
N 0.2362 2.5117 0.3177 -0.14 -0.47 0.31
C -1.2071 -3.7447 -0.0716 0.01 0.18 -0.22
H 3.6170 -2.1077 1.6698 0.00 0.01 -0.03
C 3.1557 1.0923 -2.6942 -0.04 -0.12 -0.08
H -2.1965 -4.1806 -0.0978 -0.01 -0.01 -0.02
H -1.1186 3.9639 1.0784 0.00 -0.02 -0.01
C -0.9397 -2.5895 -0.7369 -0.25 -0.39 0.05
H 3.2273 -0.6696 -1.5050 0.01 0.02 0.01
H -0.7843 -0.8129 -3.8462 0.03 0.00 0.03
H 2.6330 1.1974 2.2991 0.03 -0.07 -0.05
C 0.0916 -0.2401 4.0027 -0.05 -0.03 0.07
C 2.7354 -4.0392 -3.8783 0.01 -0.02 0.04
N -2.6304 -0.2517 5.2226 0.01 -0.03 -0.06
H 1.3251 -2.1010 -6.2438 0.00 0.00 -0.01
H -2.0962 4.4700 -1.1271 0.00 -0.02 -0.02
H 3.0587 -3.0599 -0.7551 0.00 -0.02 -0.02
C -3.0785 -2.5814 -2.1489 -0.03 0.04 0.00
C -2.0041 -1.8235 -1.4255 -0.06 0.09 -0.02
H 4.6238 0.4379 -1.3432 0.01 -0.02 0.00
H 0.5962 0.2783 -3.8961 0.01 -0.04 0.01
H 0.5744 0.5419 4.5922 -0.04 0.01 -0.01
H -0.3805 -2.8186 3.4850 -0.02 0.00 -0.01
C 3.9173 -0.0186 -2.0448 0.07 -0.01 0.00
C -1.9936 -1.1201 2.4093 -0.08 -0.08 0.06
H -4.1040 -1.0551 3.9763 0.00 -0.01 0.00
C 1.0529 -2.2753 0.5935 0.03 -0.07 0.08
H 3.3948 -4.8932 -3.7697 0.00 0.00 0.00
```
Positions in Å, forces in eV/Å.

The charge is +1. Its total energy is -77191.465 eV. As for the HOMO energy: -8.124 eV. The largest force on an atom comes out at 0.84 eV Å⁻¹. The LUMO energy is -0.0922 Eh. As for the HOMO-LUMO gap: 5.615 eV. The energy above the lowest of the compared OMol25 structures with the same formula, charge and spin comes out at 140.39 kJ/mol.

> Which formula does entry 3 have?

C32H51CaN9OP

> What is the formula in the second record?

C3H5O3

> The highest HOMO belongs to which entry?

C3H5O3

> Which formula does entry 2 have?

C3H5O3